Below is a molecular structure, C24H15F6N5O4S3Tl, with properties calculated with ωB97M-V/def2-TZVPD.

Geometry as ORCA input:
```
! wB97M-V def2-TZVPD RIJCOSX def2/J DEFGRID3
* xyz -1 1
Tl -0.580 0.901 0.387
S 2.246 -2.817 0.031
S -2.432 -0.880 -2.144
S -1.991 -1.393 -4.815
F -4.967 -0.668 -2.897
F 0.298 -2.155 -5.866
F -4.678 -1.100 -0.800
F -4.381 -2.652 -2.269
F -0.181 -3.176 -4.028
F 0.533 -1.137 -3.978
O -2.799 -2.577 -4.711
O -2.367 0.291 -1.282
O -1.985 -0.627 -6.024
O -1.726 -2.064 -1.749
N -1.332 -1.648 1.316
N -2.183 -0.375 -3.605
N 1.360 2.135 1.648
N 1.850 3.059 0.995
N -2.702 1.536 2.902
C 3.023 -1.457 -0.651
C 2.227 -0.353 -0.608
C -0.649 3.323 -1.776
C 0.836 -1.896 0.395
C -2.002 1.330 2.008
C -2.444 -2.084 1.890
C 2.190 0.223 4.675
C 4.178 1.388 3.980
C 1.065 3.489 -0.139
C -2.640 -3.417 2.218
C 0.894 5.176 -1.841
C -0.227 -2.000 -4.647
C -0.035 2.796 -0.647
C -0.199 4.500 -2.366
C 3.530 0.532 4.865
C 2.150 1.635 2.738
C 1.499 0.770 3.603
C -4.229 -1.355 -2.030
C -0.347 -2.499 1.044
C -0.453 -3.853 1.348
C -1.618 -4.311 1.936
C 0.961 -0.600 -0.006
C 1.536 4.658 -0.728
C 3.492 1.941 2.913
H 4.073 0.098 5.695
H -1.492 2.802 -2.215
H 0.453 0.540 3.436
H 1.683 -0.450 5.353
H 2.527 0.607 -1.010
H 2.405 5.142 -0.297
H 1.249 6.089 -2.301
H 5.227 1.616 4.120
H -3.201 -1.333 2.088
H 4.015 -1.549 -1.065
H 0.355 -4.532 1.108
H -1.729 -5.363 2.168
H 3.980 2.602 2.209
H -3.567 -3.739 2.671
H -0.699 4.883 -3.248
*
```

## Properties
- Relative energy (zero: lowest compared OMol25 entry of this formula, charge and spin): 0.000 eV
- Gap between HOMO and LUMO: 7.72 eV
- Molecular weight: 852.0 g mol⁻¹